Entry from the Open Molecules 2025 dataset: a molecular structure, C48H50N5OP2TeW (wB97M-V/def2-TZVPD).

- charge = +1
- E_LUMO (spin up / spin down) (eV) = -3.104 / -3.100
- energy (eV) = -87772.6782
- E_HOMO (spin up / spin down) (hartree) = -0.3421 / -0.3420

Each line ends with the Löwdin charge.
Atoms and positions in Å:
W1 -0.09036 1.04397 -1.65690  1.586
C1 -2.68065 2.36942 -3.19582  -0.136
C2 -3.13886 1.37649 -2.12170  -0.170
N1 -2.19891 1.49598 -0.99289  -0.171
C3 -2.32634 2.84638 -0.36259  -0.167
C4 -0.99606 3.51963 -0.00628  -0.194
N2 0.13149 3.13955 -0.89185  -0.154
C5 0.35207 4.10828 -1.99888  -0.161
C6 -0.84157 4.03121 -2.92732  -0.151
N3 -1.21374 2.61081 -3.07821  -0.125
H1 -2.93242 1.99918 -4.18876  0.133
H2 -3.19044 3.32497 -3.08927  0.112
H3 -4.16610 1.56308 -1.80154  0.136
H4 -3.07559 0.36921 -2.50878  0.083
H5 -2.40275 0.77445 -0.29243  0.052
H6 -2.90762 3.48316 -1.02930  0.107
H7 -2.92820 2.75342 0.53996  0.102
H8 -1.11705 4.60736 -0.00921  0.133
H9 -0.71115 3.20929 0.99272  0.047
H10 0.97768 3.16992 -0.32732  0.128
H11 0.48900 5.11505 -1.59719  0.132
H12 1.26127 3.81092 -2.51486  0.107
H13 -1.68486 4.56276 -2.48870  0.113
H14 -0.62446 4.51014 -3.88374  0.137
H15 -0.78884 2.22605 -3.90702  0.053
C7 3.03820 -0.21691 1.18685  -0.015
C8 4.17691 -0.10643 0.53262  -0.017
C9 4.04340 -0.30779 -0.94815  -0.141
C10 2.86276 0.51272 -1.46033  -0.191
N4 1.74763 0.57080 -0.76533  -0.081
C11 1.77225 -0.33052 0.38230  -0.322
C12 2.77769 1.12191 -2.75211  -0.189
C13 3.90846 1.31908 -3.56173  -0.014
C14 3.77416 1.88161 -4.80830  -0.069
C15 2.49498 2.22398 -5.23649  -0.068
C16 1.38680 2.01622 -4.43900  -0.134
C17 1.44745 1.45415 -3.14167  -0.185
H16 2.94914 -0.16293 2.26397  0.108
H17 5.13955 0.04654 1.00117  0.122
H18 4.93432 0.00591 -1.48383  0.126
H19 0.99143 -0.00943 1.05908  0.023
H20 4.88831 1.03393 -3.20385  0.110
H21 4.63439 2.04593 -5.44194  0.109
H22 2.35716 2.65685 -6.22002  0.111
H23 0.46223 2.31451 -4.92399  0.091
Te1 -2.59572 -2.36543 2.11937  1.323
C18 -1.18011 -3.55738 3.11446  -0.553
C19 0.18212 -3.31542 3.04581  -0.175
C20 1.06278 -4.16031 3.70148  -0.149
N5 0.68053 -5.22275 4.40579  0.062
C21 -0.62805 -5.45069 4.47349  -0.147
C22 -1.58965 -4.65977 3.85838  -0.130
C23 -1.44827 -0.85551 1.20215  -0.991
P1 -1.04701 0.72045 1.92043  0.922
C24 -2.31979 1.28326 3.12359  -0.342
C25 -2.70426 2.62308 3.06181  -0.116
C26 -3.57117 3.17264 3.99892  -0.077
C27 -4.06188 2.38531 5.02575  -0.076
C28 -3.65244 1.06234 5.13042  -0.065
C29 -2.77906 0.52257 4.20058  -0.122
C30 0.34097 0.71591 3.14083  -0.372
C31 1.18677 1.82474 3.14938  -0.116
C32 2.21265 1.94022 4.07771  -0.083
C33 2.42417 0.92632 5.00192  -0.078
C34 1.59036 -0.18488 5.00469  -0.060
C35 0.54764 -0.27651 4.09323  -0.090
P2 -0.54992 -1.21909 -0.25172  0.896
C36 1.28994 -1.69784 -0.24838  -0.369
C37 1.48600 -1.85226 -1.77040  -0.110
C38 2.69773 -1.96164 -2.28050  -0.026
C39 3.82299 -1.85924 -1.27790  -0.170
C40 3.43159 -2.76502 -0.11177  -0.033
C41 2.18536 -2.78795 0.34656  -0.044
C42 -1.32128 -2.66042 -1.04938  -0.395
C43 -2.38803 -2.53126 -1.93294  -0.098
C44 -3.00179 -3.65494 -2.46847  -0.064
C45 -2.54859 -4.92061 -2.12586  -0.066
C46 -1.48295 -5.05852 -1.24827  -0.056
C47 -0.87468 -3.93550 -0.71275  -0.095
H24 0.55791 -2.45232 2.51568  0.065
H25 2.13158 -3.97012 3.65745  0.110
H26 -0.93457 -6.31390 5.05392  0.108
H27 -2.63713 -4.91420 3.96822  0.095
H28 -2.29150 3.26867 2.29854  0.067
H29 -3.85134 4.21604 3.93156  0.106
H30 -4.73985 2.80357 5.75814  0.108
H31 -4.00634 0.44954 5.94957  0.110
H32 -2.45262 -0.49983 4.32317  0.041
H33 1.04490 2.61863 2.42065  0.089
H34 2.85318 2.81272 4.06942  0.107
H35 3.22895 1.00557 5.72093  0.107
H36 1.73510 -0.97550 5.72994  0.112
H37 -0.11711 -1.12733 4.14237  0.081
H38 0.61010 -1.93883 -2.39588  0.074
H39 2.88442 -2.10824 -3.33668  0.129
H40 4.76478 -2.21674 -1.69109  0.140
H41 4.18281 -3.43610 0.28524  0.121
H42 1.87959 -3.48002 1.11344  0.084
H43 -2.72761 -1.54960 -2.22383  0.077
H44 -3.82950 -3.54463 -3.15666  0.108
H45 -3.02312 -5.79967 -2.54173  0.109
H46 -1.12941 -6.04290 -0.97116  0.113
H47 -0.05512 -4.06066 -0.01418  0.099
C48 -0.46445 -0.62924 -4.24613  -0.160
O1 -0.92839 0.00059 -3.07570  -0.493
H48 0.62515 -0.66759 -4.29344  0.072
H49 -0.83711 -0.10982 -5.13726  0.089
H50 -0.85302 -1.65285 -4.27431  0.088

Cartesian forces, eV/Å:
W -0.009 0.185 -0.878
C -0.081 -0.037 0.084
C 0.039 0.047 -0.111
N 0.040 -0.076 0.128
C -0.031 0.040 -0.034
C -0.147 0.096 0.075
N 0.191 0.035 0.068
C 0.093 -0.021 0.073
C 0.091 0.005 0.119
N -0.307 -0.086 -0.211
H 0.057 -0.074 0.028
H -0.033 0.008 -0.021
H -0.010 0.134 -0.016
H 0.001 -0.078 0.027
H -0.082 0.035 -0.007
H 0.096 -0.060 -0.021
H 0.040 -0.028 -0.013
H -0.065 -0.017 -0.007
H 0.008 0.035 0.013
H -0.003 -0.160 0.000
H -0.091 0.034 -0.022
H 0.006 0.044 0.037
H -0.011 0.003 -0.017
H 0.022 -0.058 -0.006
H -0.008 0.144 -0.094
C -0.067 -0.015 0.063
C 0.043 0.030 -0.131
C 0.028 0.069 0.117
C -0.316 0.199 -0.008
N 0.589 -0.037 -0.209
C 0.023 0.101 0.048
C 0.030 -0.098 0.120
C -0.111 0.084 -0.114
C 0.151 -0.090 0.161
C -0.114 0.068 -0.072
C 0.006 0.037 -0.101
C 0.156 -0.152 0.098
H -0.003 -0.013 0.018
H 0.003 -0.010 0.002
H 0.025 0.013 0.027
H 0.003 -0.015 0.054
H 0.015 -0.001 -0.005
H -0.001 0.002 -0.001
H 0.005 -0.008 0.001
H -0.081 -0.074 0.040
Te -0.188 0.098 -0.194
C 0.115 -0.145 0.038
C 0.060 0.078 -0.050
C -0.011 -0.104 0.055
N 0.085 0.064 -0.028
C -0.126 0.025 -0.009
C -0.031 -0.005 -0.017
C 0.178 -0.443 0.456
P 0.144 0.190 0.032
C -0.051 0.081 -0.036
C -0.069 -0.030 0.091
C 0.032 0.008 -0.034
C -0.005 -0.030 0.044
C -0.004 0.020 -0.004
C -0.028 -0.064 -0.005
C 0.002 -0.003 0.044
C 0.001 0.013 -0.033
C 0.007 -0.049 -0.023
C 0.002 0.004 -0.028
C -0.027 0.040 0.006
C -0.035 -0.027 0.062
P -0.011 -0.029 0.130
C 0.054 -0.338 -0.020
C -0.056 0.062 0.007
C 0.049 0.011 0.035
C 0.018 -0.057 -0.084
C 0.051 -0.027 0.040
C -0.083 0.128 0.021
C -0.153 0.164 -0.081
C 0.009 -0.040 0.001
C 0.036 0.003 0.020
C 0.007 -0.002 0.012
C -0.022 -0.030 0.006
C 0.119 -0.002 0.088
H 0.043 0.008 -0.096
H -0.003 -0.009 0.005
H 0.007 -0.006 0.002
H 0.002 -0.011 -0.015
H -0.038 0.028 0.055
H 0.005 -0.001 -0.012
H -0.002 0.002 -0.009
H 0.012 0.002 -0.004
H -0.030 0.036 -0.012
H -0.013 -0.031 0.000
H 0.000 0.003 0.012
H -0.002 -0.005 0.000
H 0.017 0.003 0.009
H -0.012 0.010 -0.010
H -0.012 0.008 0.005
H 0.008 -0.005 0.002
H -0.027 -0.014 -0.024
H -0.005 -0.008 -0.003
H -0.097 -0.008 0.092
H -0.035 0.049 0.024
H -0.006 0.020 0.000
H -0.008 0.009 -0.004
H 0.003 0.003 -0.003
H -0.029 0.007 -0.033
C 0.005 0.019 -0.043
O -0.109 0.020 0.130
H 0.056 0.035 0.015
H 0.015 0.002 0.024
H -0.005 0.033 0.045